*1*
Here is an isolated molecule of C4H4FNS2 from OMol25. Energies are from the ωB97M-V functional and the def2-TZVPD basis.

```
12
Properties=species:S:1:pos:R:3:lowdin_charge:R:1
C 0.64810 -1.15853 0.81471 -0.055
C -0.22490 -0.25665 0.28884 -0.363
C 1.13410 1.19984 -1.08205 -0.724
C -1.68867 -0.47796 0.48101 -0.640
H 0.35942 -2.07785 1.27287 0.090
H -0.82968 1.33057 -0.63309 0.109
H 1.96251 0.51336 -0.77146 0.082
H -2.35808 0.28694 -0.04013 0.083
N 0.00168 0.84113 -0.40067 -0.018
F 2.01265 -1.02220 0.83719 0.001
S 1.35676 2.46467 -2.03563 0.660
S -2.37388 -1.64331 1.26841 0.774
```

Summary:
total charge	0
gap between HOMO and LUMO	0.27813	Ha
SMILES	F/C=C(/C=S)NC=S
2S+1	1

***

*2*
Here is an isolated molecule of C4H4FNS2 from OMol25. Energies are from the ωB97M-V functional and the def2-TZVPD basis.

```
12
Properties=species:S:1:pos:R:3:lowdin_charge:R:1
C -0.85886 1.32737 0.03738 -0.072
C -0.53849 0.02451 0.25431 -0.284
C 1.90148 0.09104 -0.05270 -0.768
C -1.68279 -0.95004 0.11881 -0.592
H -1.89004 1.69018 -0.11822 0.099
H 0.79074 -1.55246 0.61498 0.155
H 1.81859 1.15318 -0.20734 0.056
H -1.34827 -1.97799 0.28287 0.052
N 0.78608 -0.52074 0.38412 -0.019
F 0.08634 2.31381 0.01687 0.005
S 3.32211 -0.62803 -0.16436 0.651
S -3.23328 -0.58756 -0.18312 0.717
```

Summary:
total charge	0
gap between HOMO and LUMO	0.27303	Ha
SMILES	F/C=C(/C=S)NC=S
2S+1	1

***

Tell me which of them is the most stable. Sure, it is *2*.

***

*1*
Here is C53H47BBrF4N2O2PSb2Ti as an isolated structure from OMol25. Energies are from the ωB97M-V functional and the def2-TZVPD basis.

```
114
Properties=species:S:1:pos:R:3:lowdin_charge:R:1
Ti -1.04537 -1.09953 0.34559 0.994
Br -2.87966 -7.39848 4.15509 0.787
C -2.53918 -5.63851 3.58777 -0.684
C -3.45675 -4.63788 3.87627 -0.098
C -3.20643 -3.34526 3.45026 -0.019
C -2.04140 -3.06313 2.75427 -0.250
C -1.14706 -4.06829 2.43772 -0.015
C -1.38945 -5.36374 2.86450 -0.092
N -1.73718 -1.72773 2.28951 0.021
C -2.14905 -0.73110 2.96374 -0.028
C -1.78031 0.64295 2.53138 -0.231
C -2.00774 1.74433 3.31355 0.024
C -1.38815 2.94773 2.94722 -0.008
C -0.58778 2.98079 1.82786 -0.022
C -0.48360 1.83621 1.03644 -0.118
N -1.09286 0.70563 1.37486 -0.002
H -4.37023 -4.87132 4.40310 0.111
H -3.95986 -2.58663 3.61508 0.124
H -0.25969 -3.85379 1.85374 0.094
H -0.69418 -6.15478 2.62266 0.111
H -2.65363 -0.86608 3.91781 0.147
H -2.60281 1.65926 4.21186 0.129
H -1.52297 3.83212 3.55498 0.126
H -0.06211 3.87602 1.52980 0.128
H 0.08151 1.82053 0.10822 0.035
C -1.19778 0.52323 -4.19575 -0.353
C -0.51591 1.84464 -4.58567 -0.374
C 0.98951 1.92110 -4.36635 -0.364
Sb 1.52333 1.46374 -2.33999 1.517
C 3.27824 2.63952 -2.14630 -0.410
C 4.38574 2.16003 -1.44706 -0.170
C 5.47736 2.98152 -1.19859 -0.082
C 5.47251 4.29690 -1.64128 -0.081
C 4.37457 4.78735 -2.33260 -0.081
C 3.28227 3.96485 -2.57851 -0.135
C 2.43774 -0.41117 -2.79016 -0.370
C 3.72356 -0.49660 -3.32499 -0.125
C 4.26592 -1.72780 -3.66685 -0.075
C 3.53069 -2.89201 -3.48472 -0.073
C 2.24396 -2.81970 -2.97301 -0.071
C 1.70408 -1.58553 -2.63128 -0.167
Sb -2.10941 0.27327 -2.24150 1.546
C -2.77071 2.29019 -1.90617 -0.361
C -3.10164 2.76506 -0.64210 -0.147
C -3.71603 4.00205 -0.46976 -0.079
C -4.02403 4.78022 -1.57164 -0.074
C -3.74150 4.30197 -2.84616 -0.063
C -3.13434 3.06829 -3.00898 -0.129
C -4.05072 -0.19823 -2.98330 -0.382
C -4.19455 -0.98341 -4.12204 -0.135
C -5.45555 -1.25134 -4.63647 -0.072
C -6.58235 -0.74624 -4.00522 -0.074
C -6.44383 0.01931 -2.85622 -0.069
C -5.18284 0.29236 -2.34426 -0.119
H -0.53833 -0.33130 -4.36666 0.056
H -2.07654 0.38272 -4.82370 0.038
H -0.98561 2.69187 -4.08456 0.066
H -0.71511 1.98609 -5.65209 0.115
H 1.34270 2.92461 -4.60536 0.050
H 1.53193 1.21816 -5.00040 0.065
H 4.41534 1.12967 -1.10920 0.091
H 6.33449 2.59312 -0.66412 0.107
H 6.32357 4.93661 -1.45035 0.106
H 4.36922 5.81059 -2.68445 0.106
H 2.43373 4.37290 -3.11591 0.090
H 4.30962 0.40012 -3.48820 0.094
H 5.26402 -1.77783 -4.08242 0.107
H 3.95882 -3.85051 -3.74552 0.107
H 1.65926 -3.71920 -2.83148 0.112
H 0.69308 -1.55269 -2.23950 0.063
H -2.94027 2.14921 0.23429 0.076
H -3.96613 4.34680 0.52556 0.104
H -4.50505 5.74068 -1.44524 0.108
H -4.01249 4.88519 -3.71600 0.111
H -2.97011 2.70476 -4.01565 0.098
H -3.33035 -1.41440 -4.61479 0.101
H -5.55554 -1.86048 -5.52484 0.108
H -7.56623 -0.95556 -4.40263 0.106
H -7.31944 0.41290 -2.35724 0.107
H -5.09761 0.89607 -1.44867 0.099
O 0.74017 -3.12470 -0.18260 0.089
C 1.29440 -2.11981 0.18836 -0.662
O 0.72797 -0.90680 -0.07876 -0.282
C 2.43810 -2.05612 1.14631 -0.197
P 1.67550 -1.49112 2.75546 1.111
C 2.03193 0.31154 2.77580 -0.371
C 1.73658 0.98996 3.96108 -0.101
C 1.95248 2.35421 4.07194 -0.080
C 2.45914 3.07144 2.99375 -0.086
C 2.73272 2.41603 1.80359 -0.073
C 2.51393 1.04610 1.69555 -0.101
C 2.85299 -2.13491 3.98283 -0.391
C 2.39685 -3.12759 4.84421 -0.103
C 3.25028 -3.68585 5.78855 -0.073
C 4.56219 -3.24958 5.87152 -0.070
C 5.02419 -2.25486 5.01486 -0.069
C 4.17501 -1.69741 4.07471 -0.082
H 3.21467 -1.36859 0.81732 0.093
H 2.83806 -3.05876 1.28586 0.111
H 1.35842 0.44148 4.81742 0.111
H 1.73561 2.85792 5.00470 0.110
H 2.63893 4.13425 3.08461 0.111
H 3.12722 2.96016 0.95420 0.100
H 2.70464 0.57224 0.74284 0.074
H 1.36955 -3.46765 4.77740 0.093
H 2.88810 -4.45628 6.45544 0.108
H 5.22841 -3.68116 6.60609 0.109
H 6.04855 -1.91456 5.08610 0.108
H 4.53698 -0.91238 3.42100 0.110
F -3.41967 -1.16166 0.23851 0.002
B -3.46011 -2.53628 -0.28210 -1.203
F -1.97436 -2.79345 -0.26997 -0.031
F -3.87318 -2.61362 -1.55833 0.222
F -4.07559 -3.36513 0.58454 0.230
```

Summary:
total charge	+1
gap between HOMO and LUMO (spin up / spin down)	0.23672 / 0.23453	Ha
2S+1	2

***

*2*
Here is C53H47BBrF4N2O2PSb2Ti as an isolated structure from OMol25. Energies are from the ωB97M-V functional and the def2-TZVPD basis.

```
114
Properties=species:S:1:pos:R:3:lowdin_charge:R:1
Ti -0.43772 -0.40604 0.33716 0.924
Br -2.47133 -6.75607 3.84520 0.788
C -2.05351 -4.98370 3.36469 -0.680
C -2.95264 -3.96842 3.64478 -0.100
C -2.64545 -2.67196 3.27906 -0.018
C -1.44619 -2.38128 2.63293 -0.250
C -0.56081 -3.41329 2.34953 -0.015
C -0.85981 -4.71248 2.71616 -0.092
N -1.14669 -1.04831 2.19675 0.002
C -1.62737 -0.07674 2.86623 -0.039
C -1.29938 1.27480 2.45019 -0.230
C -1.59128 2.38810 3.20608 0.026
C -1.02608 3.60741 2.86410 -0.009
C -0.17938 3.65763 1.77623 -0.017
C 0.00276 2.51618 1.01754 -0.113
N -0.56989 1.35008 1.31582 -0.010
H -3.90095 -4.19118 4.11495 0.113
H -3.38624 -1.89613 3.43305 0.123
H 0.36160 -3.21384 1.83053 0.092
H -0.17451 -5.51480 2.48071 0.113
H -2.16471 -0.25100 3.79254 0.149
H -2.22903 2.28230 4.07607 0.133
H -1.22762 4.49895 3.44350 0.128
H 0.32013 4.57335 1.49218 0.132
H 0.60393 2.54012 0.11791 0.072
C -0.69756 1.12769 -4.27076 -0.329
C -0.00914 2.45596 -4.68381 -0.363
C 1.51356 2.56111 -4.55140 -0.374
Sb 2.21660 2.10136 -2.57703 1.484
C 4.02304 3.26088 -2.56918 -0.410
C 5.19640 2.76796 -1.99697 -0.155
C 6.31152 3.58562 -1.85819 -0.085
C 6.26390 4.90681 -2.28632 -0.085
C 5.10048 5.40811 -2.85487 -0.084
C 3.98266 4.59162 -2.98540 -0.141
C 3.05712 0.23243 -3.22736 -0.382
C 4.26283 0.18831 -3.92873 -0.130
C 4.78435 -1.02707 -4.35389 -0.076
C 4.10686 -2.21072 -4.08633 -0.080
C 2.89118 -2.17524 -3.41996 -0.075
C 2.36722 -0.95665 -3.00082 -0.155
Sb -1.49790 0.84213 -2.22384 1.566
C -2.22325 2.86162 -1.94804 -0.359
C -2.50121 3.38437 -0.68979 -0.145
C -3.17151 4.59770 -0.54639 -0.078
C -3.60352 5.28704 -1.66620 -0.075
C -3.37590 4.75229 -2.92904 -0.061
C -2.69712 3.55147 -3.06758 -0.131
C -3.48622 0.41416 -2.96972 -0.367
C -3.66080 -0.35342 -4.11686 -0.135
C -4.93321 -0.57158 -4.62865 -0.073
C -6.04182 -0.03001 -3.99386 -0.077
C -5.87323 0.72843 -2.84297 -0.069
C -4.60028 0.94282 -2.32775 -0.120
H -0.05028 0.28063 -4.50507 0.052
H -1.61708 1.02008 -4.83968 0.031
H -0.46843 3.28468 -4.14666 0.067
H -0.24219 2.60647 -5.74368 0.113
H 1.82664 3.57634 -4.80604 0.049
H 2.01610 1.86717 -5.22468 0.061
H 5.24910 1.73166 -1.67750 0.093
H 7.21987 3.18952 -1.41810 0.105
H 7.13213 5.54501 -2.17453 0.106
H 5.06157 6.43524 -3.19782 0.106
H 3.07476 4.99754 -3.42238 0.088
H 4.79304 1.10499 -4.15400 0.095
H 5.72006 -1.04904 -4.89952 0.107
H 4.52447 -3.15884 -4.40396 0.106
H 2.35080 -3.09245 -3.21585 0.110
H 1.41130 -0.95108 -2.49200 0.065
H -2.25625 2.82690 0.19634 0.064
H -3.36991 4.98944 0.44595 0.104
H -4.14169 6.22116 -1.55941 0.108
H -3.74678 5.26215 -3.81070 0.112
H -2.57058 3.13307 -4.05827 0.100
H -2.81017 -0.81392 -4.60514 0.102
H -5.05742 -1.17271 -5.52151 0.108
H -7.03452 -0.20966 -4.38813 0.106
H -6.73466 1.15694 -2.34302 0.107
H -4.49222 1.52365 -1.41890 0.100
O 1.36140 -2.36627 -0.15886 0.082
C 1.87881 -1.34492 0.24268 -0.661
O 1.29864 -0.15846 -0.03430 -0.248
C 2.98818 -1.29532 1.25477 -0.181
P 2.04139 -0.79032 2.81007 1.127
C 2.45509 0.99917 2.97258 -0.381
C 2.08339 1.59618 4.18091 -0.107
C 2.38781 2.92536 4.43826 -0.077
C 3.08716 3.67502 3.49775 -0.082
C 3.44884 3.09759 2.29068 -0.072
C 3.11752 1.77231 2.02134 -0.099
C 3.16936 -1.46034 4.09219 -0.383
C 2.70739 -2.47569 4.92568 -0.099
C 3.54491 -3.02488 5.89035 -0.075
C 4.84567 -2.56623 6.02048 -0.072
C 5.31345 -1.54943 5.19290 -0.067
C 4.47954 -0.99806 4.23247 -0.084
H 3.76351 -0.56890 1.02318 0.087
H 3.39780 -2.28935 1.38841 0.107
H 1.57724 0.99850 4.93558 0.110
H 2.09868 3.37291 5.38274 0.109
H 3.33783 4.70943 3.70391 0.109
H 4.00775 3.66486 1.55358 0.110
H 3.38598 1.36192 1.05571 0.087
H 1.68766 -2.83417 4.82283 0.094
H 3.18051 -3.81252 6.53875 0.109
H 5.49914 -2.99444 6.77103 0.110
H 6.32723 -1.18294 5.29470 0.109
H 4.84574 -0.19658 3.59783 0.110
F -2.81513 -0.52280 0.15142 0.003
B -2.74652 -1.89140 -0.38774 -1.188
F -1.25272 -2.08154 -0.31237 -0.037
F -3.05904 -1.95726 -1.70250 0.201
F -3.37786 -2.76846 0.42484 0.230
```

Summary:
total charge	+1
gap between HOMO and LUMO (spin up / spin down)	0.22761 / 0.22416	Ha
2S+1	2

***

Tell me which of them is the most stable. Sure, it is *1*.